No. 1
Computed, not measured: a molecular structure, C33H39F6N8O4PS2SiSr at a distorted geometry, with wB97M-V/def2-TZVPD.

Cartesian coordinates (Å):
Sr: 0.22 -0.31 0.07
C: 5.54 -1.12 -2.42
N: 4.51 -0.25 -1.89
C: 4.67 0.63 -0.85
C: 3.47 1.25 -0.70
N: 2.58 0.78 -1.62
C: 3.21 -0.13 -2.32
P: 2.59 -1.05 -3.77
C: 1.88 -2.56 -3.00
N: 0.75 -2.64 -2.32
C: 0.57 -3.97 -2.05
C: 1.60 -4.70 -2.57
N: 2.43 -3.80 -3.18
C: 3.63 -4.13 -3.94
C: 1.04 -0.19 -4.08
N: 0.17 0.23 -3.19
C: -0.88 0.74 -3.90
C: -0.64 0.61 -5.24
N: 0.58 0.02 -5.36
C: 1.22 -0.37 -6.61
H: 6.50 -0.61 -2.39
H: 5.61 -2.04 -1.84
H: 5.31 -1.36 -3.45
H: 5.61 0.72 -0.32
H: 3.20 2.04 -0.01
H: -0.28 -4.33 -1.49
H: 1.81 -5.76 -2.56
H: 3.68 -5.21 -4.07
H: 3.59 -3.67 -4.93
H: 4.53 -3.79 -3.43
H: -1.72 1.17 -3.40
H: -1.22 0.89 -6.11
H: 0.92 0.32 -7.39
H: 2.30 -0.33 -6.50
H: 0.94 -1.38 -6.90
C: -1.54 1.76 -0.72
Si: -2.15 2.16 0.93
C: -0.66 2.37 2.12
N: 0.42 1.35 1.92
C: 1.71 1.85 2.47
C: 1.68 2.11 3.98
C: 0.89 1.01 4.71
C: 0.82 -0.24 3.84
C: 0.08 0.08 2.52
C: -3.45 1.03 1.71
C: -4.29 0.26 0.89
C: -5.22 -0.62 1.43
C: -5.33 -0.75 2.81
C: -4.51 0.00 3.64
C: -3.59 0.88 3.09
C: -3.00 3.86 0.90
C: -4.33 4.07 1.27
C: -4.93 5.32 1.15
C: -4.21 6.40 0.65
C: -2.88 6.22 0.28
C: -2.29 4.97 0.40
H: -1.31 2.68 -1.26
H: -2.30 1.18 -1.27
H: -0.97 2.41 3.17
H: -0.23 3.34 1.87
H: 1.95 2.78 1.94
H: 2.50 1.14 2.22
H: 1.25 3.08 4.19
H: 2.72 2.13 4.33
H: -0.12 1.35 4.92
H: 1.35 0.77 5.67
H: 0.30 -1.04 4.35
H: 1.83 -0.59 3.64
H: -0.98 0.03 2.73
H: 0.31 -0.77 1.83
H: -4.19 0.35 -0.19
H: -5.85 -1.21 0.78
H: -6.06 -1.43 3.23
H: -4.60 -0.09 4.72
H: -2.96 1.47 3.76
H: -4.91 3.24 1.66
H: -5.97 5.45 1.44
H: -4.68 7.37 0.55
H: -2.31 7.05 -0.12
H: -1.26 4.83 0.08
F: -3.09 -3.69 1.42
C: -1.99 -3.66 0.69
F: -1.32 -4.80 0.84
F: -2.31 -3.51 -0.59
S: -0.97 -2.25 1.29
O: -1.75 -1.12 0.85
O: -0.76 -2.62 2.66
N: 0.30 -2.43 0.35
S: 1.81 -2.31 0.84
O: 2.66 -2.96 -0.11
O: 2.20 -0.95 1.15
C: 2.05 -3.51 2.31
F: 3.35 -3.81 2.24
F: 1.34 -4.59 2.02
F: 1.80 -3.10 3.53

The total charge is 0. The HOMO energy comes out at -0.216 Eh. For the maximum force, the calculation gives 14.10 eV/Å.

---

No. 2
Computed, not measured: a molecular structure, C48H53AsGeN3O2ReTe, with wB97M-V/def2-TZVPD.

Cartesian coordinates (Å):
Re: 0.36 -1.04 -0.13
C: -5.72 3.66 -5.85
C: -4.95 2.99 -4.75
C: -4.85 1.60 -4.70
C: -4.13 0.95 -3.70
C: -4.13 -0.56 -3.72
C: -3.51 1.76 -2.73
Te: -2.04 0.79 -1.70
N: -1.19 -0.58 0.80
C: -2.37 -0.13 0.97
O: -2.87 0.76 0.09
C: -3.24 -0.47 2.09
C: -2.81 -1.43 3.02
C: -3.61 -1.74 4.10
C: -4.83 -1.08 4.27
C: -5.24 -0.12 3.36
C: -4.46 0.19 2.26
C: -0.53 2.22 -1.55
C: 0.08 2.34 -2.80
C: 1.13 3.23 -2.97
C: 1.55 3.98 -1.89
C: 0.94 3.84 -0.65
C: -0.12 2.96 -0.44
C: -0.76 2.88 0.93
C: -3.65 3.17 -2.70
C: -3.17 4.05 -1.58
C: -4.37 3.74 -3.73
H: -5.93 2.98 -6.67
H: -5.18 4.53 -6.23
H: -6.68 4.02 -5.46
H: -5.35 1.00 -5.45
H: -5.17 -0.90 -3.72
H: -3.66 -1.03 -2.85
H: -3.66 -0.95 -4.62
H: -1.85 -1.92 2.89
H: -3.29 -2.48 4.82
H: -5.45 -1.31 5.12
H: -6.19 0.39 3.50
H: -4.78 0.92 1.54
H: -0.27 1.77 -3.66
H: 1.59 3.35 -3.94
H: 2.36 4.69 -2.00
H: 1.28 4.44 0.18
H: -0.39 3.68 1.56
H: -0.53 1.94 1.42
H: -1.84 2.97 0.88
H: -2.80 3.49 -0.72
H: -4.01 4.64 -1.22
H: -2.39 4.74 -1.91
H: -4.51 4.82 -3.72
C: 2.04 -2.21 -5.08
N: 2.66 -1.50 -3.94
C: 4.02 -0.93 -4.11
C: 2.05 -1.40 -2.82
N: 1.60 -1.28 -1.74
H: 2.71 -3.00 -5.40
H: 1.90 -1.49 -5.89
H: 1.08 -2.62 -4.78
H: 4.72 -1.75 -4.27
H: 4.29 -0.38 -3.21
H: 4.01 -0.27 -4.97
C: 0.17 -5.12 -2.13
As: -0.75 -4.17 -0.77
C: -2.44 -4.97 -0.45
C: 0.30 -4.32 0.82
O: -0.91 -2.51 -1.17
H: 0.26 -6.16 -1.83
H: 1.17 -4.69 -2.24
H: -0.38 -5.06 -3.06
H: -2.28 -5.95 0.00
H: -2.98 -5.08 -1.39
H: -3.00 -4.33 0.23
H: 0.31 -5.36 1.14
H: -0.14 -3.71 1.62
H: 1.33 -4.01 0.63
C: 1.51 -0.27 0.91
Ge: 2.81 -0.01 2.42
C: 3.81 1.61 2.24
C: 3.13 2.83 2.18
C: 3.83 4.02 2.13
C: 5.22 4.01 2.13
C: 5.91 2.80 2.20
C: 5.20 1.60 2.25
C: 3.79 -1.65 2.19
C: 3.41 -2.78 2.91
C: 4.07 -3.99 2.74
C: 5.12 -4.08 1.84
C: 5.51 -2.96 1.10
C: 4.84 -1.75 1.27
C: 1.73 -0.05 4.00
C: 2.39 -0.21 5.22
C: 1.69 -0.22 6.41
C: 0.31 -0.06 6.41
C: -0.37 0.10 5.21
C: 0.34 0.10 4.01
H: 2.05 2.85 2.22
H: 3.31 4.97 2.10
H: 5.77 4.94 2.10
H: 6.99 2.79 2.23
H: 5.75 0.67 2.34
H: 2.61 -2.71 3.65
H: 3.79 -4.85 3.32
H: 5.66 -5.01 1.72
H: 6.34 -3.03 0.41
H: 5.15 -0.89 0.69
H: 3.47 -0.32 5.25
H: 2.21 -0.34 7.35
H: -0.24 -0.05 7.34
H: -1.44 0.23 5.21
H: -0.21 0.22 3.08

As for the spin multiplicity: 2. For the relative energy (zero: lowest compared OMol25 entry of this formula, charge and spin), the calculation gives 15.7 kcal/mol. The total charge is +3. The HOMO energy (alpha / beta) comes out at -0.553 / -0.553 Eh. For the maximum force, the calculation gives 0.89 eV/Å.

---

For each record above, in turn, the calculated energy values are -4076.9325; -6833.6137 hartree.